1.
Here is a single CH6O2Si2 molecule at a distorted geometry from the OMol25 dataset. Energies are from ωB97M-V with the def2-TZVPD basis set.

XYZ file:
```
11
Properties=species:S:1:pos:R:3:lowdin_charge:R:1
C 1.79 0.23 0.26 -0.151
O -1.03 1.10 -0.59 -0.399
O -0.62 -1.26 0.38 -0.372
Si -1.88 0.05 0.17 0.335
Si 0.35 -0.52 -0.64 0.559
H 1.41 0.68 1.25 0.094
H 2.55 -0.36 0.48 -0.030
H 2.25 1.01 -0.26 0.014
H -2.17 0.46 1.53 -0.028
H -2.85 -0.84 -0.52 -0.019
H 0.21 -0.54 -2.06 -0.004
```

The calculation puts the energy relative to the best compared isomer or geometry (same formula, charge and spin) at 0.00 kcal/mol.

***

2.
Here is a molecular structure, C5H16CoN2O7 at a distorted geometry from the OMol25 dataset. Energies are from ωB97M-V with the def2-TZVPD basis set.

XYZ file:
```
31
Properties=species:S:1:pos:R:3:lowdin_charge:R:1
Co -0.26 0.81 -0.09 0.673
O -2.39 1.43 0.11 -0.423
C -2.82 1.21 1.48 -0.381
C -1.94 0.01 2.20 -0.417
O -0.58 -0.08 1.90 -0.341
H -3.88 0.96 1.62 0.032
H -2.95 2.14 2.03 0.031
H -2.28 -1.01 2.04 0.057
H -2.01 0.12 3.29 0.041
O 1.82 0.28 0.11 -0.355
C 3.13 -0.08 -0.23 -0.424
C 4.12 -0.23 1.00 -0.477
O 3.55 -0.87 2.18 -0.494
H 3.44 0.78 -0.83 0.039
H 3.24 -0.96 -0.86 0.050
H 4.65 0.67 1.32 0.025
H 4.92 -0.87 0.64 0.017
C -1.25 -2.05 -1.58 -1.008
O -0.91 -1.06 -0.99 -0.004
N -0.33 -2.77 -2.11 0.136
N -2.50 -2.38 -1.66 0.109
H -0.55 -3.64 -2.56 -0.035
H 0.59 -2.40 -1.91 0.120
H -3.23 -1.80 -1.29 0.087
H -2.75 -3.31 -1.97 -0.079
O 0.39 2.74 0.72 -0.057
H -0.31 3.22 1.17 0.051
H 1.20 3.06 1.11 0.060
O -0.13 1.74 -2.04 -0.122
H -0.60 2.03 -2.82 0.046
H 0.62 2.33 -1.98 0.044
```

The spin multiplicity is 5. Its net charge is -3. The expectation value of S² is 6.006. The total energy comes out at -2218.65393 Eh.

***

3.
Here is a molecular structure, C2H10InO4 at a distorted geometry from the OMol25 dataset. Energies are from ωB97M-V with the def2-TZVPD basis set.

XYZ file:
```
17
Properties=species:S:1:pos:R:3:lowdin_charge:R:1
In -0.26 -2.39 0.35 1.683
O 1.86 -1.15 1.57 -0.061
H 2.35 -1.36 2.39 0.128
H 2.34 -0.42 1.15 0.094
O 1.72 -1.62 -1.44 -0.070
H 2.61 -2.01 -1.52 0.114
H 1.74 -0.83 -2.01 0.096
C -1.78 0.90 -0.49 -0.135
C -0.58 1.37 0.26 -0.152
O -0.58 0.69 1.49 0.085
O -1.62 -0.34 -1.13 0.005
H -2.12 1.67 -1.24 0.245
H -2.69 0.84 0.16 0.196
H -0.69 2.45 0.45 0.195
H 0.36 1.27 -0.32 0.186
H -0.40 1.32 2.23 0.192
H -2.26 -0.38 -1.89 0.198
```

Its net charge is +3. The calculation puts the energy relative to the best compared isomer or geometry (same formula, charge and spin) at 39.37 kcal/mol.